This record from OMol25 describes C35H62ClN5P3RhS2 as an isolated structure. The level of theory is ωB97M-V/def2-TZVPD.

## Properties
Multiplicity ... 5
HOMO (spin up / spin down) ... -4.669 / -7.326 eV
⟨S²⟩ ... 6.039
ΔE to the lowest compared entry with this formula, charge and spin ... 0.140 eV

Cartesian coordinates (Å):
1 Rh 0.94358 0.11478 -0.14435
2 C -1.84367 0.06590 2.74923
3 P -0.06020 -0.04697 2.33607
4 C 0.23122 -1.77832 2.78468
5 N 0.00341 -2.09578 4.07008
6 C 0.18755 -3.42376 4.39019
7 C -0.02004 -3.84813 5.70816
8 C 0.16169 -5.17164 6.06782
9 C 0.55599 -6.10660 5.11142
10 C 0.76202 -5.71115 3.80191
11 C 0.58294 -4.37756 3.41536
12 N 0.78003 -4.02289 2.09842
13 C 0.59309 -2.72061 1.82803
14 P 0.69279 -2.30349 0.08053
15 C 2.03636 -3.32954 -0.56478
16 C -0.82186 -3.04698 -0.70928
17 C -2.04805 -2.50552 0.02181
18 C -0.80931 -4.57619 -0.63012
19 C -0.83936 -2.60612 -2.16960
20 C 0.68381 1.01752 3.68527
21 C -0.08332 0.91988 5.01004
22 C 2.13331 0.58979 3.91621
23 C 0.62344 2.47282 3.20783
24 H -1.96838 -0.37557 3.73809
25 H -2.42952 -0.51502 2.04259
26 H -2.19736 1.09770 2.75506
27 H -0.32288 -3.10423 6.43555
28 H -0.00075 -5.48018 7.09312
29 H 0.70197 -7.14212 5.39288
30 H 1.06952 -6.41888 3.04126
31 H 2.03487 -3.31474 -1.65387
32 H 1.88636 -4.33817 -0.18190
33 H 2.98090 -2.94434 -0.19377
34 H -2.11794 -2.91759 1.02997
35 H -2.95426 -2.77965 -0.52766
36 H -2.01077 -1.41632 0.09479
37 H -0.61126 -4.92848 0.38154
38 H -0.06056 -5.00427 -1.29837
39 H -1.78886 -4.94328 -0.95210
40 H -0.92804 -1.52512 -2.23327
41 H -1.68838 -3.06531 -2.68618
42 H 0.07187 -2.89615 -2.69789
43 H -0.19916 -0.11470 5.32692
44 H -1.06583 1.39241 4.94825
45 H 0.49099 1.46163 5.76817
46 H 2.17035 -0.40167 4.36975
47 H 2.60568 1.30143 4.60081
48 H 2.71535 0.56835 2.99665
49 H -0.39008 2.76048 2.90828
50 H 1.30498 2.65765 2.38205
51 H 0.91661 3.12974 4.03199
52 N 3.70558 -0.89039 1.06277
53 C 2.66936 -0.54773 0.68062
54 S 2.42366 -0.39254 -2.71307
55 C 4.00373 -0.33040 -2.16930
56 N 4.68788 0.73363 -1.77079
57 C 5.90595 0.46976 -1.00372
58 C 6.43408 -0.85489 -1.53645
59 S 4.94725 -1.78029 -2.00852
60 H 4.20279 1.61214 -1.67427
61 H 5.65149 0.39270 0.05381
62 H 6.62144 1.27721 -1.15084
63 H 6.97653 -1.40680 -0.77334
64 H 7.06688 -0.72178 -2.41295
65 C -1.52974 3.92597 -0.12153
66 C -1.14455 3.73659 -1.59799
67 C -1.94244 4.73703 -2.44867
68 C 0.35496 4.09372 -1.75500
69 P -1.41806 1.91566 -2.02098
70 N -0.44139 0.97648 -1.13607
71 C -3.18067 1.42894 -1.55246
72 C -3.51698 0.07615 -2.19912
73 C -4.27810 2.43079 -1.92550
74 C -3.21339 1.21137 -0.03292
75 C -1.14315 1.65914 -3.86871
76 C -2.33555 2.14219 -4.70831
77 C 0.11234 2.40136 -4.34834
78 C -0.89488 0.17655 -4.16932
79 H -1.14881 4.89411 0.20985
80 H -1.09169 3.15504 0.51677
81 H -2.60782 3.93472 0.02408
82 H -1.74266 5.73473 -2.04811
83 H -3.01616 4.58459 -2.42235
84 H -1.61596 4.74091 -3.48686
85 H 0.72953 4.54969 -0.83858
86 H 0.49699 4.81264 -2.56115
87 H 0.98197 3.23824 -1.96495
88 H -3.66485 0.14169 -3.27383
89 H -4.45527 -0.27392 -1.76294
90 H -2.76054 -0.67475 -1.98930
91 H -4.29358 2.68895 -2.98253
92 H -4.21680 3.34511 -1.33931
93 H -5.23838 1.96551 -1.68684
94 H -2.30178 0.73703 0.31508
95 H -4.05218 0.55476 0.20973
96 H -3.35155 2.13574 0.52164
97 H -2.59386 3.18432 -4.53579
98 H -3.22633 1.53774 -4.55992
99 H -2.05298 2.04629 -5.75965
100 H 0.03143 3.48088 -4.26393
101 H 0.23970 2.16405 -5.40723
102 H 1.00807 2.05735 -3.83050
103 H -1.75924 -0.45325 -3.97986
104 H -0.04955 -0.20558 -3.60380
105 H -0.64827 0.09276 -5.23089
106 Cl 3.48882 2.33951 0.87739
107 C 2.00377 1.96037 -0.03714
108 H 2.25183 2.12200 -1.07940
109 H 1.27028 2.68314 0.29366

Forces on atoms 1 to 3 (eV/Å):
Rh 0.2 -0.1 0.2
C 0.0 0.0 0.0
P 0.0 0.0 -0.1